[1]
69
Properties=species:S:1:pos:R:3:forces:R:3 method="wB97M-V/def2-TZVPD" smiles="O=C1[C@@H]2CCCCN2C(=O)N1CCCCN1CC[NH+](c2ccccc2Oc2ccccc2)CC1" total_energy_ev=-40666.2525 lumo_ev=-1.9 de_lowest_kcal_mol=10.9 total_charge=+1 homo_lumo_gap_ev=9.608
O -6.006 -1.207 0.760 -0.2 -0.1 0.0
C -5.154 -0.378 0.594 0.0 0.4 0.0
C -5.320 1.099 0.267 -0.5 -0.1 -0.2
C -6.002 1.342 -1.084 -0.1 0.1 0.2
C -5.826 2.806 -1.482 0.2 -0.2 -0.2
C -4.341 3.161 -1.555 -0.1 0.1 0.2
C -3.672 2.910 -0.202 0.2 0.2 -0.3
N -3.956 1.568 0.237 -0.1 0.1 0.1
C -3.077 0.574 0.415 -0.1 0.0 0.2
O -1.858 0.645 0.404 0.3 0.1 0.0
N -3.800 -0.592 0.652 0.3 -0.1 0.1
C -3.175 -1.864 0.941 0.0 -0.2 -0.1
C -3.371 -2.882 -0.184 0.1 -0.1 0.2
C -2.405 -4.062 -0.037 0.0 0.2 -0.3
C -1.098 -3.844 -0.804 -0.1 -0.2 0.2
N -0.450 -2.590 -0.449 0.2 0.0 -0.1
C 0.275 -1.951 -1.524 0.0 0.2 0.1
C 0.605 -0.522 -1.107 -0.5 -0.1 -0.9
N 1.464 -0.556 0.099 0.5 0.1 0.0
C 1.966 0.757 0.496 0.6 0.4 0.1
C 1.119 1.797 0.833 0.0 -0.1 0.0
C 1.664 3.012 1.214 0.0 0.0 0.0
C 3.040 3.170 1.266 -0.1 -0.1 0.0
C 3.888 2.131 0.932 0.1 -0.3 0.0
C 3.357 0.910 0.535 -0.4 0.2 0.1
O 4.082 -0.201 0.216 0.0 -0.1 0.0
C 5.426 -0.073 -0.143 0.5 -0.1 -0.1
C 6.332 -0.942 0.444 -0.4 0.1 0.0
C 7.661 -0.895 0.061 0.0 0.0 0.0
C 8.078 0.014 -0.897 0.1 0.0 0.0
C 7.163 0.874 -1.482 0.0 0.0 0.0
C 5.831 0.833 -1.112 -0.3 -0.1 0.1
C 0.738 -1.252 1.186 -0.4 -0.6 0.7
C 0.383 -2.665 0.731 -0.1 0.2 -0.1
H -5.885 1.605 1.060 0.0 -0.1 0.0
H -7.056 1.077 -1.006 0.0 -0.1 0.0
H -5.544 0.698 -1.839 0.0 -0.1 0.0
H -6.296 2.980 -2.450 -0.1 0.1 0.0
H -6.320 3.447 -0.749 -0.1 0.1 0.0
H -4.214 4.207 -1.830 0.1 0.0 0.0
H -3.858 2.547 -2.318 0.1 0.0 0.0
H -2.588 3.023 -0.265 -0.1 0.0 0.1
H -4.061 3.614 0.542 0.1 0.0 0.0
H -3.597 -2.253 1.871 0.1 0.0 0.0
H -2.114 -1.657 1.070 -0.1 0.0 0.1
H -4.403 -3.230 -0.161 0.0 0.0 -0.1
H -3.201 -2.392 -1.144 0.0 0.1 -0.1
H -2.866 -4.965 -0.436 0.0 -0.1 0.1
H -2.206 -4.239 1.021 0.0 -0.1 0.1
H -1.333 -3.807 -1.869 0.0 0.0 0.0
H -0.427 -4.702 -0.643 0.0 0.0 -0.1
H -0.357 -1.917 -2.413 0.1 0.0 0.0
H 1.206 -2.490 -1.788 0.0 0.0 0.0
H 1.126 0.012 -1.903 0.1 0.0 0.1
H -0.317 0.003 -0.842 0.2 0.0 0.0
H 2.312 -1.104 -0.121 -0.2 0.1 0.0
H 0.050 1.658 0.797 -0.2 0.0 0.0
H 1.014 3.831 1.477 -0.1 0.1 0.0
H 3.462 4.113 1.576 0.0 0.1 0.0
H 4.959 2.255 0.986 0.1 0.0 0.0
H 5.991 -1.643 1.190 0.0 -0.1 0.1
H 8.371 -1.568 0.516 0.1 -0.1 0.0
H 9.115 0.051 -1.191 0.1 0.0 0.0
H 7.483 1.578 -2.234 0.0 0.1 -0.1
H 5.110 1.496 -1.570 0.0 0.0 0.0
H 1.367 -1.273 2.078 0.1 0.1 -0.1
H -0.168 -0.676 1.385 0.1 0.0 0.0
H -0.167 -3.168 1.527 0.1 0.0 0.1
H 1.312 -3.240 0.547 -0.1 0.0 0.0

---

[2]
82
Properties=species:S:1:pos:R:3:forces:R:3 method="wB97M-V/def2-TZVPD" total_energy_ev=-205071.1587 lumo_ev=-9.3 de_lowest_kcal_mol=12.4 total_charge=+3 homo_lumo_gap_ev=6.713
Ta -0.104 0.386 -0.137 0.0 0.3 1.1
Se 4.710 -0.396 6.008 0.1 0.0 0.2
N 2.953 -0.308 5.853 -0.2 0.0 0.0
C 2.683 -0.242 4.573 0.1 0.0 0.0
C 1.336 -0.153 4.031 0.0 0.0 0.0
C 0.185 -0.174 4.821 0.0 0.0 0.0
C -1.050 -0.089 4.213 0.0 0.0 0.0
C -1.119 0.027 2.832 0.0 0.0 0.0
N -0.021 0.042 2.066 0.0 0.3 -0.1
C 1.190 -0.054 2.652 0.0 -0.1 0.0
C 2.328 -0.087 1.754 0.0 0.0 0.0
N 2.059 -0.046 0.425 -0.3 0.1 0.1
C 3.095 -0.105 -0.420 0.1 0.0 0.0
C 4.412 -0.211 -0.002 0.0 0.0 0.0
C 4.686 -0.251 1.348 0.0 0.0 0.0
C 3.623 -0.190 2.250 0.1 0.0 0.0
C 3.811 -0.254 3.692 0.0 0.0 0.0
N 4.986 -0.331 4.266 0.0 0.0 -0.2
H 0.283 -0.257 5.896 0.0 0.0 0.0
H -1.964 -0.110 4.789 0.0 0.0 0.0
H -2.071 0.111 2.327 0.0 0.0 0.0
H 2.865 -0.069 -1.473 0.0 0.0 0.0
H 5.200 -0.260 -0.740 0.0 0.0 0.0
H 5.698 -0.328 1.724 0.0 0.0 0.0
N -1.782 4.723 0.785 0.0 0.0 0.0
C -1.461 4.013 -0.522 0.1 -0.1 0.0
C -1.809 4.989 -1.649 0.0 0.0 0.0
P 0.377 3.717 -0.421 -0.3 -0.1 0.3
O 0.865 3.512 -1.924 0.0 0.0 0.0
O 0.931 4.867 0.296 0.0 0.0 0.0
O 0.531 2.301 0.192 0.5 -0.2 -0.6
P -2.533 2.511 -0.610 -0.1 0.0 0.0
O -2.286 2.012 -2.107 0.0 -0.1 -0.1
O -3.902 2.841 -0.234 0.0 0.1 0.1
O -1.798 1.416 0.230 0.2 -0.4 -0.5
H -0.986 5.350 0.996 0.0 0.0 0.0
H -1.904 4.085 1.575 0.0 0.0 0.0
H -2.650 5.260 0.697 0.0 0.0 0.0
H -1.244 5.917 -1.544 0.0 0.0 0.0
H -2.876 5.221 -1.636 0.0 0.0 0.0
H -1.569 4.555 -2.616 0.0 0.0 0.0
H 1.307 4.300 -2.277 0.0 0.0 0.0
H -3.057 2.069 -2.690 -0.1 0.1 0.1
C 2.685 -5.027 2.506 0.0 0.0 0.0
C 2.085 -3.840 1.907 0.0 -0.1 0.0
N 1.606 -2.912 1.426 0.0 0.0 0.0
H 1.956 -5.533 3.135 0.0 0.0 0.0
H 3.544 -4.745 3.112 0.0 0.0 0.0
H 3.012 -5.709 1.723 0.0 0.0 0.0
C 1.195 -2.623 -2.114 0.0 0.0 0.0
N 0.394 -1.846 -3.065 0.0 0.0 0.0
C -0.391 -2.677 -3.986 0.0 0.0 0.0
C 0.447 -0.518 -3.179 0.0 -0.1 0.1
N 0.589 0.273 -2.053 -0.1 0.2 -0.1
N 0.347 0.066 -4.367 0.1 0.0 0.0
C 0.031 1.486 -4.521 0.0 0.0 0.0
C 0.792 -0.588 -5.607 0.0 0.0 0.0
H 2.025 -3.092 -2.646 0.0 0.0 0.0
H 0.579 -3.401 -1.671 0.0 0.0 0.0
H 1.590 -2.010 -1.312 0.0 0.0 0.0
H -0.978 -3.366 -3.380 0.0 0.0 0.0
H 0.247 -3.256 -4.653 0.0 0.0 0.0
H -1.071 -2.061 -4.566 0.0 0.0 0.0
H 1.040 1.159 -2.294 0.0 0.0 0.0
H 0.946 2.073 -4.626 0.0 0.0 0.0
H -0.545 1.843 -3.674 0.0 0.0 0.0
H -0.557 1.607 -5.428 0.0 0.0 0.0
H 1.401 -1.457 -5.382 0.0 0.0 0.0
H 1.403 0.127 -6.156 0.0 0.0 0.0
H -0.051 -0.876 -6.232 0.0 0.0 0.0
Se -1.334 -1.698 -0.266 -0.1 -0.3 -0.4
C -2.946 -1.819 0.779 0.1 0.2 0.0
C -4.007 -0.962 0.530 -0.1 -0.1 0.1
C -5.154 -1.101 1.301 0.0 0.0 0.0
C -5.221 -2.075 2.288 0.0 0.0 0.0
C -4.147 -2.927 2.510 0.0 0.0 0.0
C -2.991 -2.810 1.749 0.0 0.0 0.0
H -3.966 -0.211 -0.245 0.0 0.0 0.0
H -5.997 -0.448 1.117 0.0 0.0 0.0
H -6.122 -2.180 2.878 0.0 0.0 0.0
H -4.211 -3.696 3.268 0.0 0.0 0.0
H -2.154 -3.478 1.904 0.0 0.0 0.0

---

[3]
75
Properties=species:S:1:pos:R:3:forces:R:3 method="wB97M-V/def2-TZVPD" total_energy_ev=-84377.6493 lumo_ev=-0.9 de_lowest_kcal_mol=0.0 homo_lumo_gap_ev=6.350
Ag 0.089 1.132 -0.559 0.3 0.1 0.1
C -0.611 -2.332 0.683 0.0 0.0 0.0
P -1.207 -0.903 -0.264 0.1 -0.1 -0.1
C -2.644 -0.347 0.750 0.0 -0.1 0.1
N -3.365 -1.285 1.315 0.0 0.0 0.0
C -4.473 -0.916 2.004 0.0 0.1 0.0
C -5.272 -1.900 2.627 -0.1 0.0 0.1
C -6.408 -1.526 3.286 0.1 -0.1 0.0
C -6.794 -0.168 3.348 0.0 0.1 0.0
C -6.037 0.801 2.755 -0.1 0.0 0.1
C -4.853 0.442 2.075 0.1 -0.1 0.0
N -4.078 1.406 1.516 0.0 0.0 0.0
C -2.981 1.041 0.900 -0.2 0.1 0.0
P -1.883 2.393 0.276 0.2 0.1 0.0
C -3.103 3.510 -0.484 0.0 0.0 0.0
C -1.308 3.240 1.836 0.0 0.0 0.1
C -2.418 3.871 2.674 0.0 0.0 -0.1
C -0.332 4.326 1.364 0.0 0.0 -0.1
C -0.540 2.200 2.661 0.0 0.0 -0.1
C -2.025 -1.563 -1.801 0.0 0.0 0.0
C -0.895 -2.118 -2.675 0.0 0.0 0.0
C -3.070 -2.649 -1.560 0.0 0.0 0.0
C -2.672 -0.363 -2.502 0.0 0.0 0.0
H -1.392 -3.061 0.886 0.0 0.0 0.0
H -0.198 -1.951 1.617 0.0 0.0 0.0
H 0.217 -2.783 0.136 0.0 0.0 0.0
H -4.953 -2.932 2.557 0.0 0.0 0.0
H -7.027 -2.272 3.767 0.0 0.0 0.0
H -7.700 0.099 3.875 0.0 0.0 0.0
H -6.306 1.849 2.792 0.0 0.0 0.0
H -3.960 3.670 0.169 0.0 0.0 0.0
H -3.438 3.073 -1.424 0.0 0.0 0.0
H -2.620 4.461 -0.707 0.0 0.0 0.0
H -2.978 4.614 2.105 0.0 0.0 0.0
H -1.972 4.379 3.534 0.0 0.0 0.0
H -3.119 3.124 3.041 0.0 0.0 0.0
H -0.838 5.097 0.779 0.0 0.0 0.0
H 0.459 3.904 0.741 0.0 0.0 0.0
H 0.118 4.812 2.233 0.0 0.0 0.0
H -1.191 1.393 3.006 0.0 0.0 0.0
H -0.115 2.680 3.546 0.0 0.0 0.0
H 0.286 1.764 2.091 0.0 0.0 0.1
H -0.443 -3.004 -2.225 0.0 0.0 0.0
H -0.112 -1.374 -2.834 0.0 0.0 0.0
H -1.295 -2.408 -3.650 0.0 0.0 0.0
H -2.651 -3.505 -1.028 0.0 0.0 0.0
H -3.437 -3.005 -2.526 0.0 0.0 0.0
H -3.921 -2.279 -0.990 0.0 0.0 0.0
H -1.931 0.403 -2.744 0.0 0.0 0.0
H -3.451 0.091 -1.883 0.0 0.0 0.0
H -3.138 -0.689 -3.435 0.0 0.0 0.0
N 6.682 5.881 1.657 0.0 0.0 0.0
C 5.822 4.997 1.011 0.0 0.0 0.0
C 6.252 4.270 -0.100 0.0 0.0 0.0
C 5.382 3.425 -0.767 0.0 0.0 0.0
C 4.072 3.302 -0.336 -0.1 -0.1 -0.1
C 3.632 4.021 0.767 0.0 0.0 0.1
C 4.496 4.863 1.437 0.0 0.0 0.0
S 2.954 2.215 -1.172 -0.3 -0.2 0.2
O 1.818 2.985 -1.656 0.2 0.0 0.0
O 3.733 1.487 -2.143 0.1 0.0 0.1
N 2.306 1.285 -0.032 -0.4 0.4 -0.5
C 2.959 0.271 0.588 0.2 -0.1 0.2
S 4.663 -0.088 0.410 0.0 -0.1 0.0
C 4.497 -1.363 1.564 -0.1 0.1 0.0
C 3.209 -1.432 1.970 0.1 0.0 0.0
N 2.340 -0.520 1.431 -0.1 0.1 -0.1
H 7.663 5.683 1.538 0.0 0.0 0.0
H 6.448 6.078 2.616 0.0 0.0 0.0
H 7.276 4.365 -0.441 0.0 0.0 0.0
H 5.714 2.849 -1.620 0.0 0.0 0.0
H 2.611 3.907 1.107 0.0 0.0 0.0
H 4.151 5.423 2.298 0.0 0.0 0.0
H 5.326 -1.982 1.862 0.0 0.0 0.0
H 2.833 -2.152 2.685 0.0 0.0 0.0